1.
{"formula": "C16H31MnN5O", "method": "ωB97M-V/def2-TZVPD", "species": ["H", "N", "H", "H", "H", "C", "H", "C", "H", "C", "N", "C", "H", "C", "H", "H", "H", "H", "C", "H", "Mn", "C", "H", "N", "C", "C", "H", "H", "C", "H", "N", "H", "H", "H", "H", "H", "H", "C", "C", "H", "H", "H", "H", "H", "C", "C", "H", "C", "H", "H", "C", "O", "N", "H"], "xyz": [[0.98741, -2.22733, -2.96002], [0.16352, -1.78899, 1.27901], [2.49583, 4.52293, -0.02981], [-1.80540, -0.18886, 3.54172], [-3.34692, -1.41233, -1.21573], [1.41543, 2.67278, -0.08533], [-3.10617, 1.55947, 1.84112], [-2.65215, -0.96968, -0.49594], [-0.72668, 4.18075, -2.83913], [1.69027, 3.97031, -0.49557], [1.39060, -0.88932, -1.34509], [-0.30705, 2.50469, -1.58972], [-1.61292, 0.12442, -1.83555], [-0.09924, 3.78202, -2.05504], [-0.43994, -2.31436, 3.26625], [2.17377, 2.65381, 1.91697], [-0.54432, -2.39843, 0.87504], [2.19143, -1.94093, 1.76353], [-3.35329, 0.20051, 0.18388], [1.29840, -3.43452, 1.97992], [0.17969, 0.00869, 0.14498], [0.92567, 4.53540, -1.49469], [2.64986, -3.76150, 0.04107], [-1.27169, 0.51285, 1.59072], [-1.52645, -0.57643, 2.55994], [-0.85187, -1.73606, -1.94848], [1.91319, -0.09741, -1.70935], [-2.41527, -1.76152, 0.21418], [1.41878, -2.57328, 1.31763], [3.29380, 2.01385, 0.70541], [-1.38538, -0.60265, -1.16244], [-2.37014, -1.16722, 2.20763], [1.04891, -3.52314, -0.58572], [-0.76946, 1.24418, 2.09171], [1.11947, 5.54430, -1.83271], [-2.14866, 1.98521, 0.43814], [-1.50816, -1.98410, -2.78734], [-0.27844, -1.43001, 2.64517], [1.86545, -3.01173, -0.06788], [-0.82671, -2.61438, -1.30248], [2.29358, 0.30279, 1.93270], [-3.84597, 0.81236, -0.57526], [-1.10422, 1.90914, -2.00741], [2.93032, -2.26967, -1.79210], [-2.49205, 1.14348, 1.03863], [2.24473, 2.05608, 1.00575], [0.44152, -0.57769, -3.19515], [2.41771, -1.87330, -0.91225], [3.15998, -1.32312, -0.32990], [0.52858, -0.85578, 3.10761], [0.52899, -1.37523, -2.45427], [1.75663, 0.72916, 1.25635], [0.43108, 1.93296, -0.61639], [-4.16603, -0.22316, 0.77570]], "nbo_charge": [0.23, -0.61, 0.25, 0.23, 0.22, 0.19, 0.22, -0.21, 0.26, -0.22, -0.63, 0.05, 0.37, -0.22, 0.23, 0.22, 0.37, 0.18, -0.44, 0.22, 1.00, -0.10, 0.26, -0.62, -0.23, -0.22, 0.39, 0.18, -0.21, 0.22, -0.62, 0.21, 0.21, 0.39, 0.26, 0.20, 0.23, -0.22, -0.43, 0.20, 0.51, 0.24, 0.18, 0.22, -0.21, -0.11, 0.22, -0.21, 0.20, 0.19, -0.24, -0.72, -0.52, 0.24], "total_charge": 2, "homo_lumo_gap_ev": [9.45, 8.68], "spin_multiplicity": 2, "max_force_ha_per_bohr": 0.013, "de_lowest_ev": 0.0000, "e_lumo_ev": [-5.4, -5.6], "homo_energy_ev": [-14.86, -14.24]}

=====

2.
{"formula": "C16H31N2O3", "method": "ωB97M-V/def2-TZVPD", "species": ["C", "H", "H", "H", "C", "C", "H", "C", "H", "N", "H", "H", "C", "H", "O", "H", "O", "H", "H", "C", "H", "H", "H", "H", "C", "H", "H", "H", "C", "N", "H", "O", "H", "C", "H", "H", "C", "H", "C", "H", "H", "C", "C", "H", "H", "C", "H", "C", "H", "H", "H", "C"], "xyz": [[0.84700, 0.74323, -1.86372], [-1.59440, 1.49763, 6.51858], [2.65902, -2.13591, -5.04614], [1.78471, -0.54280, -0.41414], [-0.42566, -1.41609, 1.75786], [-2.82007, 0.33246, 1.09762], [-2.64520, 4.00887, 5.92240], [0.28249, 0.64188, 0.55380], [-3.40780, 2.52703, 5.35089], [0.28222, -1.26281, -3.78113], [2.86261, 0.35181, -2.52335], [0.35941, -1.05410, 2.41452], [-0.86450, 1.58957, 4.49783], [0.03259, -1.73952, -4.64603], [-2.21170, -0.55265, -1.03015], [-3.83246, 0.02701, 0.84688], [-1.37413, 2.25943, 3.43690], [3.65681, -1.05509, -4.11957], [1.18404, -4.06462, -3.37467], [-1.31445, 2.24777, 5.78541], [1.39637, -3.69356, -1.69811], [-0.17393, -2.44230, 1.49456], [-0.43442, -0.55022, -3.64753], [0.51913, 1.78215, -1.87187], [1.60284, -0.58389, -4.00334], [3.16078, -2.18185, -2.03150], [-0.05523, 0.15235, -1.98872], [0.14973, -1.76455, -1.70350], [-2.48851, 3.11329, 5.32612], [-0.52394, -0.59946, 0.53812], [2.00460, 1.47286, -3.51993], [-0.15518, 0.63712, 4.35929], [-2.77840, 1.41509, 1.01535], [-1.87012, -0.31908, 0.12612], [-1.34440, -1.44214, 2.33660], [-2.97372, 3.55239, 3.23448], [1.40263, 0.47511, -0.46637], [-0.48698, 2.84474, 6.17112], [0.22224, -2.25975, -2.66652], [2.20650, 1.18416, -0.26368], [-1.46095, 4.28985, 3.79411], [1.89211, 0.53874, -2.97630], [2.75392, -2.61486, -2.94098], [-0.33689, 1.49360, 0.27128], [0.69914, 0.85331, 1.53601], [2.72569, -1.61425, -4.08971], [-2.63856, 0.05365, 2.12835], [-2.11034, 3.41692, 3.88149], [-0.70409, -2.81360, -2.79728], [1.54507, -0.13280, -4.99151], [3.41142, -3.42344, -3.25091], [1.38298, -3.24268, -2.68900]], "nbo_charge": [-0.42, 0.25, 0.21, 0.20, -0.41, -0.75, 0.23, -0.22, 0.21, -0.50, 0.22, 0.23, 0.80, 0.43, -0.58, 0.25, -0.51, 0.24, 0.22, -0.53, 0.24, 0.19, 0.45, 0.22, -0.04, 0.22, 0.20, 0.26, -0.43, -0.55, 0.24, -0.58, 0.25, 0.75, 0.20, 0.20, -0.38, 0.25, -0.24, 0.21, 0.18, -0.43, -0.41, 0.19, 0.23, -0.42, 0.23, -0.07, 0.23, 0.22, 0.24, -0.43], "total_charge": 1, "homo_lumo_gap_ev": 9.06, "max_force_ha_per_bohr": 0.028, "e_lumo_ev": -2.5, "homo_energy_ev": -11.60}